The following is a DFT calculation (wB97M-V/def2-TZVPD) of a 3-piece molecular cluster, C4H5N3 overall.

The calculation puts the total energy at -8693.081 eV. The value obtained for the HOMO-LUMO gap is 8.4752 eV. The value obtained for the HOMO energy is -9.616 eV.

Geometry (Å):
C1 -1.68 0.50 0.38
N1 -0.12 -0.34 -0.71
C2 0.99 -0.73 -0.23
C3 2.03 -1.35 -1.02
N2 2.89 -1.82 -1.63
C4 0.84 1.37 1.76
N3 0.07 1.74 0.94
H1 -1.98 -0.54 0.41
H2 -2.01 1.07 -0.48
H3 -1.80 1.01 1.32
H4 -0.27 -0.49 -1.71
H5 1.19 -0.53 0.83

Here are the Mulliken charges for atoms 1 to 5, given in e: atom 1 (C): -0.42, atom 2 (N): -0.35, atom 3 (C): 0.35, atom 4 (C): -0.07, atom 5 (N): -0.29